Formula: C10H21NO6P
Source: the OMol25 dataset
Level of theory: wB97M-V/def2-TZVPD

Summary:
Calculated total energy ... -33775.1093 eV
HOMO level ... -1.278 eV
Total charge ... -1
LUMO ... 2.16 eV

The geometry in XYZ format:
```
39
Properties=species:S:1:pos:R:3:mulliken_charge:R:1
C 0.24 1.69 2.67 -1.370
C 0.20 1.55 1.16 0.191
O 1.27 0.78 0.61 -0.396
P 1.24 -0.82 0.93 0.904
O 2.05 -1.09 2.10 -0.696
C 1.80 -1.57 -0.62 -0.583
C 3.27 -1.99 -0.64 -0.602
C 3.39 -3.53 -0.62 -0.763
N 3.06 -4.16 0.62 -0.851
O -0.29 -1.21 1.27 -0.364
C -1.15 -1.55 0.17 0.272
C -2.45 -2.06 0.74 -1.560
H -0.25 0.84 3.13 0.267
H -0.34 2.56 2.95 0.487
H 1.24 1.81 3.04 0.312
H 0.31 2.55 0.74 0.286
H -0.77 1.19 0.84 0.032
H 1.62 -0.85 -1.40 0.394
H 1.23 -2.46 -0.88 0.145
H 3.84 -1.52 0.15 0.293
H 3.67 -1.67 -1.60 0.320
H 2.68 -3.87 -1.40 0.313
H 4.41 -3.79 -0.95 0.347
H 2.17 -4.64 0.49 0.076
H -0.73 -2.34 -0.43 0.292
H -1.38 -0.69 -0.45 0.128
H -3.01 -1.28 1.23 0.333
H -3.05 -2.44 -0.09 0.426
H -2.27 -2.89 1.41 0.365
C -1.70 2.74 -2.11 -0.290
C -1.73 4.19 -1.70 -0.296
O -2.99 4.30 -1.04 -0.352
C -3.34 3.06 -0.60 0.667
O -4.25 2.84 0.13 -0.529
O -2.51 2.12 -1.11 -0.318
H -0.70 2.31 -2.10 0.271
H -2.15 2.57 -3.09 0.307
H -0.94 4.44 -0.99 0.241
H -1.68 4.88 -2.54 0.302
```